[1]
This record from the OMol25 dataset describes a 16-piece molecular cluster, C72H186N10O26 overall. The level of theory is ωB97M-V/def2-TZVPD.

## Properties
* energy relative to the best compared isomer or geometry (same formula, charge and spin): 80.3 kcal/mol
* HOMO: -8.2 eV

Cartesian coordinates (Å):
O1 9.341 17.249 16.408
O2 1.943 23.156 10.357
O3 13.863 17.699 16.479
O4 5.964 24.862 19.290
O5 9.641 22.026 15.481
O6 3.334 19.971 22.509
O7 2.092 22.948 18.949
O8 12.782 21.266 19.216
O9 1.900 11.024 20.801
O10 0.292 13.988 25.467
O11 4.838 18.711 17.473
O12 7.750 12.600 23.692
O13 5.503 20.841 13.112
O14 14.821 14.565 23.795
O15 7.030 17.655 25.004
O16 -1.412 12.301 14.302
O17 7.954 12.260 18.074
O18 2.529 13.563 14.916
O19 0.204 18.321 15.920
O20 8.534 21.607 20.363
O21 3.778 15.218 21.371
O22 1.354 14.299 18.371
O23 -3.197 9.831 21.913
O24 3.559 19.124 11.681
O25 7.359 15.297 13.184
O26 9.741 28.395 16.207
N1 2.271 11.449 17.900
N2 3.694 23.479 13.479
N3 0.838 21.082 21.260
N4 10.182 22.484 18.436
N5 11.759 18.522 14.979
N6 -0.354 14.617 15.701
N7 7.097 27.190 17.716
N8 11.302 13.432 23.160
N9 -1.388 11.709 23.123
N10 3.107 16.541 18.790
C1 0.059 15.954 15.278
C2 8.768 28.974 17.123
C3 12.973 19.254 14.746
C4 -1.803 9.977 21.505
C5 2.371 23.799 11.535
C6 3.484 16.597 21.180
C7 -0.213 19.349 16.771
C8 15.043 17.336 17.244
C9 5.952 14.301 14.853
C10 8.897 13.145 22.939
C11 8.680 19.234 20.068
C12 3.661 16.499 17.440
C13 4.070 16.946 19.771
C14 -0.317 17.078 16.255
C15 1.967 23.189 17.539
C16 4.405 22.638 14.468
C17 7.206 16.730 22.930
C18 0.271 14.152 19.212
C19 3.841 17.928 16.832
C20 7.301 28.455 16.957
C21 -0.566 15.386 19.325
C22 2.165 10.538 22.054
C23 3.176 22.843 12.347
C24 -0.575 12.861 23.492
C25 9.919 22.681 14.246
C26 7.776 20.495 20.131
C27 -1.414 11.442 21.719
C28 9.549 28.654 14.797
C29 6.311 13.615 19.323
C30 1.910 20.280 20.613
C31 4.641 19.751 23.089
C32 -1.826 14.444 15.557
C33 14.057 18.976 15.813
C34 1.862 11.807 16.516
C35 2.936 12.732 15.984
C36 -1.815 10.958 14.245
C37 2.274 17.150 12.138
C38 9.570 18.662 16.170
C39 6.634 12.306 22.870
C40 4.850 20.093 17.223
C41 0.743 13.914 26.813
C42 16.006 13.862 24.150
C43 5.707 22.058 13.866
C44 -2.198 12.964 15.389
C45 8.014 16.789 16.530
C46 11.066 19.039 16.152
C47 6.818 16.452 24.378
C48 8.716 22.605 16.365
C49 0.909 22.551 21.018
C50 0.852 23.087 19.574
C51 1.875 9.942 19.843
C52 1.352 10.358 18.435
C53 6.539 19.905 13.528
C54 1.030 23.931 9.538
C55 3.248 14.615 22.549
C56 5.610 23.593 19.666
C57 -0.524 12.859 25.057
C58 12.462 14.082 23.797
C59 3.334 18.120 12.673
C60 11.949 21.992 20.099
C61 7.537 12.717 19.358
C62 9.489 23.365 17.544
C63 -3.766 8.661 21.475
C64 3.303 20.574 21.266
C65 13.379 20.066 19.723
C66 10.054 13.478 23.896
C67 13.800 13.750 23.171
C68 2.524 12.872 13.620
C69 6.075 15.367 13.751
C70 5.570 25.248 17.974
C71 11.076 23.121 19.396
C72 5.670 26.750 17.619
H1 2.930 23.289 17.039
H2 7.402 11.852 20.007
H3 13.316 18.846 13.795
H4 16.833 14.501 24.461
H5 5.078 27.317 18.338
H6 -2.840 10.662 14.021
H7 1.989 20.407 19.534
H8 5.989 13.324 14.371
H9 2.300 11.404 22.702
H10 2.514 16.869 11.113
H11 14.323 20.230 20.242
H12 1.263 17.557 12.119
H13 0.515 24.122 19.618
H14 5.799 16.106 24.549
H15 -4.799 8.653 21.823
H16 4.283 17.596 12.792
H17 4.503 25.030 17.923
H18 7.086 20.295 20.951
H19 -2.330 11.747 23.485
H20 -1.319 15.403 20.113
H21 2.943 24.696 11.298
H22 12.574 22.401 20.893
H23 5.302 19.304 22.346
H24 3.447 12.955 13.047
H25 10.055 12.714 24.674
H26 9.464 19.439 19.339
H27 1.675 19.225 20.754
H28 4.029 17.865 15.760
H29 5.194 27.012 16.674
H30 1.588 24.261 12.137
H31 3.295 13.307 16.838
H32 15.937 17.139 16.654
H33 10.658 23.482 14.272
H34 9.110 18.977 15.234
H35 8.756 30.055 16.988
H36 1.832 22.990 21.396
H37 6.781 14.317 15.561
H38 7.962 15.781 16.941
H39 12.697 19.516 20.372
H40 9.860 29.687 14.639
H41 -0.107 16.869 17.304
H42 1.401 9.466 17.811
H43 4.392 20.716 17.991
H44 1.648 13.310 26.753
H45 9.111 12.357 22.217
H46 7.289 20.466 19.156
H47 3.475 21.630 21.472
H48 -0.946 13.811 23.108
H49 -1.240 19.690 16.638
H50 0.294 10.607 18.524
H51 11.322 13.766 22.206
H52 15.287 18.036 18.043
H53 12.416 15.169 23.863
H54 -1.998 12.214 21.218
H55 11.041 20.128 16.184
H56 9.071 28.953 18.170
H57 8.287 18.277 19.724
H58 14.682 16.450 17.768
H59 11.228 21.306 20.545
H60 4.538 15.853 17.389
H61 9.866 14.420 24.411
H62 7.387 17.449 17.130
H63 6.198 22.698 13.134
H64 -1.214 15.522 18.459
H65 -3.415 7.685 21.810
H66 15.021 18.950 15.304
H67 6.417 14.352 18.527
H68 6.669 11.424 22.231
H69 2.165 14.505 22.510
H70 5.330 15.189 12.975
H71 2.815 16.153 16.847
H72 -0.179 11.906 25.458
H73 5.790 16.326 14.184
H74 2.906 9.736 19.557
H75 4.307 18.009 19.711
H76 0.936 12.381 16.510
H77 -1.220 10.518 13.445
H78 5.007 20.703 23.471
H79 5.709 12.168 23.430
H80 9.136 19.010 21.033
H81 -0.026 13.500 27.465
H82 10.475 23.760 20.043
H83 5.017 16.409 19.715
H84 -0.527 16.190 14.390
H85 8.135 23.313 15.774
H86 -2.179 12.484 16.367
H87 11.755 23.818 18.906
H88 -1.302 9.211 22.098
H89 6.434 22.037 14.678
H90 5.951 23.392 20.682
H91 13.708 13.941 22.101
H92 4.298 20.345 16.318
H93 3.839 12.223 15.646
H94 7.504 20.318 13.233
H95 0.006 22.535 19.164
H96 12.488 13.879 24.867
H97 8.763 23.922 18.136
H98 1.678 13.190 13.011
H99 10.342 21.945 13.561
H100 6.649 29.279 17.246
H101 -3.245 12.877 15.098
H102 6.781 17.643 22.512
H103 6.520 19.748 14.606
H104 3.586 15.083 23.474
H105 5.846 20.502 17.053
H106 10.128 27.985 14.161
H107 1.006 20.984 22.251
H108 6.037 14.063 20.278
H109 -0.248 13.208 19.046
H110 0.409 12.858 23.024
H111 4.534 23.424 19.673
H112 -1.709 9.720 20.450
H113 9.113 19.183 17.011
H114 -1.407 17.085 16.239
H115 0.373 20.262 16.665
H116 5.009 14.386 15.393
H117 10.758 21.982 17.775
H118 11.508 18.632 17.061
H119 5.397 13.036 19.191
H120 1.081 23.506 8.536
H121 0.168 22.901 21.736
H122 2.676 15.673 19.075
H123 2.896 18.431 17.038
H124 12.686 20.304 14.705
H125 1.429 22.381 17.044
H126 7.475 27.245 18.651
H127 1.027 14.882 27.225
H128 3.742 21.845 14.814
H129 1.321 24.974 9.419
H130 7.487 15.686 24.769
H131 3.994 19.823 12.175
H132 14.031 19.787 16.541
H133 8.508 28.606 14.477
H134 1.468 8.985 20.170
H135 12.257 17.748 15.395
H136 8.086 21.799 16.738
H137 2.532 22.016 12.644
H138 5.990 22.770 19.061
H139 2.267 12.282 18.470
H140 -0.083 13.945 14.997
H141 -0.440 11.452 21.232
H142 0.737 13.958 20.178
H143 2.426 16.856 21.213
H144 7.628 16.789 15.510
H145 6.362 18.955 13.024
H146 1.735 10.962 15.839
H147 13.411 19.434 18.836
H148 0.987 14.482 17.503
H149 -2.495 14.845 16.320
H150 -1.608 10.492 15.208
H151 9.052 21.769 19.571
H152 15.760 13.090 24.878
H153 0.137 16.202 19.493
H154 4.593 19.092 23.956
H155 7.086 28.267 15.905
H156 -0.102 19.017 17.803
H157 1.140 16.033 15.164
H158 6.974 15.854 22.326
H159 3.049 18.574 13.622
H160 1.573 24.137 17.173
H161 4.176 20.293 20.676
H162 10.198 24.101 17.165
H163 2.244 16.206 12.682
H164 -2.057 14.951 14.621
H165 4.405 24.153 13.232
H166 8.275 16.908 22.815
H167 -3.783 8.639 20.386
H168 6.428 13.081 22.131
H169 3.034 9.881 22.006
H170 1.331 9.978 22.477
H171 -1.445 13.154 25.558
H172 3.845 22.345 11.644
H173 14.093 12.701 23.211
H174 6.418 17.802 25.729
H175 2.300 11.807 13.695
H176 8.395 13.232 19.791
H177 -0.007 23.819 9.855
H178 6.063 24.680 17.185
H179 4.649 23.309 15.291
H180 16.411 13.316 23.298
H181 8.778 11.782 18.193
H182 4.104 17.121 21.907
H183 8.992 23.001 13.770
H184 7.661 14.386 13.207
H185 8.691 14.036 22.345
H186 3.538 13.567 22.473


[2]
This record from the OMol25 dataset describes CH2ClN2O3 as an isolated structure. The level of theory is ωB97M-V/def2-TZVPD.

## Properties
* spin multiplicity: 3
* energy relative to the best compared isomer or geometry (same formula, charge and spin): 44.9 kcal/mol
* charge: -1
* HOMO (spin up / spin down): -3.5 / -4.6 eV

Cartesian coordinates (Å):
Cl1 1.772 2.152 -0.425
O1 0.973 0.940 0.940
O2 -0.580 -1.825 -0.599
O3 1.620 -1.641 -0.044
N1 -1.471 0.816 0.262
N2 0.174 0.033 0.658
C1 0.443 -1.448 -0.215
H1 -2.041 -0.104 0.054
H2 -0.890 1.076 -0.630


[3]
This record from the OMol25 dataset describes one molecule with the formula C3H6N2. The level of theory is ωB97M-V/def2-TZVPD.

## Properties
* SMILES string: C1=NCCN1
* energy relative to the best compared isomer or geometry (same formula, charge and spin): 18.3 kcal/mol
* HOMO: -8.3 eV

Cartesian coordinates (Å):
N1 1.049 0.801 -0.020
N2 -0.137 -1.121 -0.025
C1 1.088 -0.481 0.013
C2 -0.388 1.108 0.009
C3 -1.217 -0.182 -0.005
H1 -0.687 1.802 -0.791
H2 -1.979 -0.271 0.826
H3 2.039 -1.076 0.005
H4 -1.835 -0.342 -0.903
H5 -0.549 1.586 0.949
H6 -0.273 -2.119 0.126


Q: Among the records above, which one has the lowest energy relative to the best compared isomer or geometry (same formula, charge and spin)?
A: C3H6N2


Q: The lowest energy relative to the best compared isomer or geometry (same formula, charge and spin) belongs to which entry?
A: C3H6N2


Q: What is the energy relative to the best compared isomer or geometry (same formula, charge and spin) in the third record?
A: 18.3 kcal/mol